# 1
This record from the OMol25 dataset describes C11H15N2NiO4Si as an isolated structure. The level of theory is the ωB97M-V functional and the def2-TZVPD basis.

Values from the calculation:
HOMO energy (spin up / spin down): -10.247 / -11.615 eV
total charge: +1
2S+1: 3
HOMO-LUMO gap (spin up / spin down): 6.9 / 7.7 eV

XYZ file:
```
34
Properties=species:S:1:pos:R:3:forces:R:3
C -1.08489 -0.79370 -0.76387 -0.014 0.072 -0.019
H -3.72222 -0.37242 1.87959 -0.012 -0.007 0.008
H 1.10342 -0.09740 2.68578 -0.005 0.001 -0.033
H -0.01254 1.14226 3.29954 -0.001 0.069 -0.011
H -1.11201 -2.85911 2.90175 -0.002 0.072 0.040
C 0.03250 -1.46699 -2.87576 0.021 0.006 -0.027
H 0.73051 4.84824 2.34814 -0.008 0.002 -0.003
H -2.80341 -1.52227 -0.36887 -0.022 0.024 -0.005
Si -1.25097 -0.58540 1.98144 -0.235 -0.178 -0.064
C 1.06719 -1.24875 -3.73880 -0.019 -0.012 0.004
H -0.69625 -2.24433 -3.05122 -0.011 0.008 0.001
C 0.53340 3.01201 1.23989 -0.073 -0.140 0.163
C 1.81775 0.54461 -2.34927 0.040 0.028 0.030
Ni 0.61390 1.51021 0.09519 0.302 0.414 -0.436
H 3.71422 1.58568 -3.53977 0.006 -0.012 -0.004
H -3.13952 -0.18141 3.53241 0.033 -0.042 0.002
C 2.67028 1.71907 -1.94493 -0.029 0.001 -0.046
O 3.65396 2.11468 -2.73485 0.010 -0.009 0.037
H 1.17594 -1.85989 -4.62390 0.003 0.000 0.001
H -0.01965 -0.47838 3.98811 0.081 0.063 0.025
O -2.06677 -1.67193 -0.97487 0.004 -0.020 -0.012
O 2.44478 2.31272 -0.91433 -0.056 -0.097 0.076
N 0.83004 0.33134 -1.47561 -0.114 -0.185 0.134
C -0.06962 -0.65634 -1.71497 0.009 0.023 -0.021
C -2.91663 0.04323 2.48820 0.026 0.060 -0.025
C 0.09498 0.08857 3.05658 -0.048 -0.037 -0.059
H -1.80724 -2.95175 1.29243 -0.019 0.019 0.009
C 1.99229 -0.21797 -3.48076 -0.013 0.047 -0.009
H -0.07845 -2.67237 1.49443 -0.025 -0.046 -0.003
O -1.11662 -0.00833 0.31549 0.186 -0.102 0.366
H 2.80484 -0.04746 -4.17333 0.001 -0.008 0.000
N 0.62359 3.98539 1.85419 -0.035 0.005 -0.027
C -1.06658 -2.43165 1.89826 0.061 -0.010 -0.091
H -2.94024 1.12984 2.37368 -0.042 -0.011 -0.003
```
Forces are in eV/Å.

Atom charges from the Mulliken analysis, given in e for atoms 1 to 6: atom 1 (C): -0.02, atom 2 (H): 0.33, atom 3 (H): 0.35, atom 4 (H): 0.32, atom 5 (H): 0.41, atom 6 (C): -0.68

# 2
This record from the OMol25 dataset describes a 6-piece molecular cluster, H12O6 overall. The level of theory is the ωB97M-V functional and the def2-TZVPD basis.

Values from the calculation:
HOMO energy: -11.505 eV
HOMO-LUMO gap: 11.7 eV

XYZ file:
```
18
Properties=species:S:1:pos:R:3:forces:R:3
H 3.22215 -0.40321 3.92808 0.177 0.131 -0.089
H 2.98564 3.50470 2.18412 0.124 -0.198 0.053
H -1.45365 -1.20315 -0.90357 -0.270 -0.026 0.075
O 4.43325 3.61586 -2.65291 0.191 0.107 -0.016
H -2.05501 -4.47252 -3.88626 0.214 0.163 0.073
H 2.81715 -1.77756 4.41698 0.039 -0.252 0.043
H 3.80220 3.51395 -1.94043 -0.157 0.047 0.228
H 1.93022 4.51513 2.58040 -0.193 0.088 0.150
H -5.98140 0.31327 1.25962 0.009 0.248 0.028
H 4.15117 2.98512 -3.31537 -0.041 -0.142 -0.202
O -5.87552 -0.63673 1.20950 0.206 -0.112 0.045
H -0.05004 -0.67997 -0.68433 0.156 0.117 0.139
H -2.85726 -5.75579 -3.92503 -0.032 -0.236 0.050
H -6.73142 -0.95903 0.92703 -0.202 -0.134 -0.078
O -0.57740 -1.20217 -1.28884 0.098 -0.107 -0.212
O 2.62275 4.35588 1.93909 0.068 0.099 -0.212
O -2.88505 -4.83733 -4.19315 -0.178 0.087 -0.116
O 2.50221 -0.87652 4.34509 -0.208 0.121 0.040
```
Forces are in eV/Å.

Atom charges from the Mulliken analysis, given in e for atoms 1 to 6: atom 1 (H): 0.31, atom 2 (H): 0.31, atom 3 (H): 0.33, atom 4 (O): -0.64, atom 5 (H): 0.32, atom 6 (H): 0.32

# 3
This record from the OMol25 dataset describes a 10-piece molecular cluster, C57H56BF9NO3 overall. The level of theory is the ωB97M-V functional and the def2-TZVPD basis.

Values from the calculation:
HOMO energy: -10.365 eV
total charge: +1
HOMO-LUMO gap: 7.0 eV

XYZ file:
```
127
Properties=species:S:1:pos:R:3:forces:R:3
H 5.11845 2.94193 9.07174 -0.003 -0.007 0.005
C -0.38161 -1.10529 -6.29721 0.055 -0.027 0.014
H 3.07935 -1.05061 -9.29130 0.015 -0.022 -0.015
C 2.10100 -0.95974 3.13137 0.153 0.023 -0.107
F 3.29695 -4.29103 9.02442 0.007 0.003 -0.005
F 1.67674 5.00400 -0.83033 0.045 -0.098 0.010
C -4.77625 2.70448 -0.06617 -0.004 0.004 0.005
H -5.00941 2.55573 0.97958 -0.004 -0.008 0.003
C 3.06987 5.67763 -4.09508 -0.017 -0.008 -0.011
C 1.34243 -2.15271 -9.86268 -0.025 0.014 0.015
C 4.34377 4.28196 7.56015 0.003 0.005 -0.009
H 1.92514 1.30912 0.49247 -0.079 -0.092 0.195
H -7.81165 -1.61036 0.62884 -0.003 -0.006 0.011
C 6.69332 -2.03125 8.64972 -0.009 -0.004 -0.009
H -0.42650 -3.11631 -10.57128 0.003 -0.005 0.005
H -0.44256 2.14293 -0.46003 -0.051 -0.015 -0.102
C -3.18547 -4.53915 3.04192 -0.022 -0.005 0.017
H 7.75475 -3.89132 8.77606 0.004 -0.002 0.010
H 2.94750 -0.43443 6.36053 0.005 -0.012 0.007
C -5.29270 3.68515 -2.19935 -0.007 0.005 0.000
C 2.87076 -0.59002 4.22440 -0.110 -0.027 0.084
H 1.29487 -0.77305 -1.54457 -0.111 -0.089 0.101
O 5.15641 1.32779 -3.44958 0.312 -0.363 0.244
C -0.01058 -1.25997 -11.59898 -0.001 0.009 -0.010
C -3.38807 2.29785 -1.94639 0.013 -0.046 -0.014
B 4.69726 1.15035 -2.19980 0.084 -0.174 0.001
C 1.96693 -0.09973 -10.88438 -0.003 0.011 -0.003
H 5.17657 4.96918 7.62673 -0.001 0.008 0.007
C 6.78549 -3.41062 8.77640 0.008 0.001 -0.003
F 0.09217 -1.78751 2.25335 0.000 0.010 0.019
H -0.87900 -1.32705 -12.24029 0.000 -0.004 -0.007
C 1.12036 0.72145 0.04127 0.009 0.003 -0.173
C 2.21939 -1.09084 -9.94600 0.019 0.014 0.029
H -8.32687 -5.32249 -1.40494 -0.013 0.002 0.001
H 3.31223 -1.72469 8.78256 -0.003 -0.004 0.044
H -0.40225 0.66534 -5.07792 -0.027 0.030 -0.031
C 1.86433 5.57055 -2.04636 -0.023 0.015 0.012
H 4.66083 2.04680 -0.40652 0.064 -0.455 0.222
H 1.00700 2.36385 -1.38569 -0.052 -0.044 -0.103
H -0.08321 1.01741 -1.77569 -0.119 -0.034 0.110
H 1.38116 1.81206 7.35065 -0.004 0.000 0.019
H 3.32224 5.41762 6.05464 -0.001 0.007 0.002
C 3.30311 4.53267 6.67600 0.003 -0.009 -0.002
C -2.19092 -2.65738 -5.93327 0.006 -0.011 -0.019
H -5.93175 4.30027 -2.81825 0.000 0.006 -0.001
H 3.87147 -0.20623 4.07826 0.014 -0.029 0.005
C -5.59276 3.50077 -0.85676 0.003 -0.005 -0.002
H 5.45387 0.57221 -3.97061 -0.173 0.181 -0.195
H 2.40294 7.17178 -5.47915 0.000 0.005 -0.003
H 0.48084 0.40047 0.86354 -0.054 -0.043 -0.084
H -5.92135 -1.03381 -0.88796 -0.005 0.011 -0.006
C 1.75459 -0.51137 -0.58535 -0.066 -0.051 -0.108
C 5.44702 -1.41988 8.65251 0.032 -0.001 -0.018
C -7.49383 -2.28349 -0.15538 0.013 0.015 0.002
C 2.25049 6.71672 -4.51053 0.003 -0.008 -0.006
F -9.16172 -3.80025 0.49943 0.003 -0.002 0.006
C -2.05980 -0.61273 -4.63925 0.036 0.041 -0.022
N 3.37954 0.26664 -2.10436 -0.088 0.200 -0.104
C -7.78810 -4.38978 -1.31179 0.007 -0.011 -0.007
H 3.52146 4.29545 -2.49740 0.021 0.031 0.030
C 5.64134 -4.18521 8.90641 0.017 -0.007 -0.001
C -6.44424 -1.97431 -1.00860 0.021 0.009 0.003
H 1.71130 -1.39521 0.04623 0.146 0.064 0.089
F -4.17468 -1.14716 3.77306 -0.002 -0.001 -0.005
F -3.80193 -2.12896 -4.29645 0.033 -0.071 -0.147
H -0.73593 -1.92557 4.71340 0.012 -0.033 0.028
H 5.36494 -0.34470 8.56112 -0.006 0.005 0.014
H -3.92119 3.20798 -3.80395 0.001 -0.012 -0.005
C 4.29348 -2.18021 8.77829 -0.062 0.072 -0.034
C -8.14211 -3.48967 -0.32728 -0.016 -0.006 0.016
H -4.36000 -6.30652 3.35395 -0.002 -0.005 -0.001
C -5.40772 -4.53442 3.95433 -0.007 -0.015 -0.002
H -2.26447 -2.59276 2.83553 0.000 -0.005 -0.014
C 0.82811 -1.43771 3.34450 -0.055 0.021 -0.075
C 2.20198 2.51485 7.39506 -0.057 -0.015 -0.042
C -2.67866 -1.80046 -4.96859 0.002 0.037 0.133
H 7.59045 -1.43491 8.55335 0.006 0.001 0.004
C -6.06269 -2.85738 -2.00999 0.003 0.027 0.055
C 3.24987 2.29540 8.26446 0.013 -0.019 0.027
H -6.46495 3.97422 -0.42794 -0.005 0.002 0.002
C 1.05826 -1.19804 5.68764 0.055 0.024 -0.024
O 5.21603 1.65998 -1.09441 -0.226 0.672 -0.248
C 2.88063 5.09481 -2.84908 0.016 -0.053 -0.026
H -6.20236 -2.59041 4.47330 -0.004 0.006 -0.005
H 0.25018 6.93969 -1.76810 0.008 0.002 0.013
C 0.85443 -0.18028 -11.70973 0.001 -0.006 0.008
C -3.13213 -3.15647 3.15052 0.051 0.011 -0.036
C -1.02912 -2.29568 -6.60158 0.006 -0.009 -0.030
C 1.03321 6.60076 -2.43192 -0.018 0.003 -0.013
H 2.64735 0.73688 -10.97180 0.000 0.005 0.001
H 2.47694 -0.89678 2.11958 0.086 0.025 0.026
H -6.29522 -5.06962 4.26412 -0.004 -0.001 0.003
H 0.60070 7.98762 -3.99898 -0.006 -0.001 -0.004
H -6.44796 -4.75260 -2.93747 0.002 -0.005 0.000
C -4.32089 -5.22957 3.44161 0.001 0.009 0.003
H -2.49115 0.02442 -3.88103 0.019 -0.042 -0.033
C -0.89697 -0.26918 -5.31532 0.009 -0.010 0.013
H 0.51902 -0.83280 -6.83236 -0.012 0.009 -0.030
H 1.41864 3.84308 5.91383 -0.005 0.001 0.000
H 5.68853 -5.26015 9.01209 -0.009 -0.004 -0.003
C 2.23530 3.64937 6.59672 0.026 0.007 -0.005
H -2.71122 -3.57984 -6.15047 -0.013 0.004 -0.004
C -4.22751 -2.49555 3.66623 0.001 0.024 -0.008
F -2.29453 1.69222 -2.48931 -0.053 0.111 0.041
H 3.39412 -0.47719 -2.81157 -0.030 -0.042 0.042
C -4.17658 3.08066 -2.76100 -0.007 0.026 -0.005
H 2.57767 0.86555 -2.35430 -0.027 0.011 0.101
H 0.65290 -1.29425 6.68613 0.001 -0.004 0.005
C -6.73822 -4.06104 -2.15739 0.017 -0.008 -0.009
C 0.22970 -2.26250 -10.67041 -0.029 -0.028 0.013
C 2.34881 -0.71562 5.50453 -0.004 0.029 0.048
C -5.36950 -3.15242 4.07416 -0.014 0.002 0.004
H 0.66315 0.59437 -12.43926 0.000 0.004 -0.004
C 0.35277 1.59302 -0.95935 0.322 0.269 0.106
O 3.18377 -0.30823 -0.84093 0.040 0.029 -0.097
H -5.24281 -2.60650 -2.66767 -0.062 -0.029 0.025
C 1.23758 7.17429 -3.67868 -0.005 0.010 -0.005
C 4.41678 -3.54873 8.90276 -0.010 -0.017 -0.009
H -2.33458 -5.07618 2.64395 0.000 0.000 -0.011
C 0.27584 -1.56100 4.59879 -0.064 -0.003 0.054
F 3.22286 1.19191 9.04553 -0.002 -0.028 -0.033
F 1.57929 -3.12059 -8.94566 -0.006 0.025 0.014
C -3.65740 2.08856 -0.61075 -0.009 -0.011 0.020
C 4.32475 3.15427 8.36867 0.021 0.006 -0.005
H -0.62782 -2.94574 -7.36783 0.013 -0.006 0.005
H -3.01507 1.45104 -0.01809 0.001 -0.009 -0.004
H 3.86269 5.32014 -4.73853 0.015 0.009 0.005
```
Forces are in eV/Å.

Atom charges from the Mulliken analysis, given in e for atoms 1 to 6: atom 1 (H): 0.44, atom 2 (C): -0.72, atom 3 (H): 0.44, atom 4 (C): -0.01, atom 5 (F): -0.32, atom 6 (F): -0.33

# 4
This record from the OMol25 dataset describes a 2-piece molecular cluster, C5H14 overall in a non-equilibrium geometry. The level of theory is the ωB97M-V functional and the def2-TZVPD basis.

Values from the calculation:
HOMO energy: -11.232 eV
HOMO-LUMO gap: 12.3 eV

XYZ file:
```
19
Properties=species:S:1:pos:R:3:forces:R:3
H 2.85154 -2.21570 0.09996 -0.236 -0.112 -0.697
H 0.24389 -2.39414 0.62151 -0.048 -0.212 -0.218
C -2.34562 1.65570 -0.55228 -0.090 -2.928 0.609
H 1.29272 -2.07735 1.99363 0.396 -0.220 -0.156
H -2.49695 2.58927 1.39322 0.480 0.164 -0.224
C -1.71851 2.14747 0.75170 -0.263 0.263 -0.291
C 1.54961 -1.01887 -1.38552 -0.318 -0.914 1.933
C 2.11654 -1.40296 0.03406 1.266 0.557 0.395
H -1.63950 1.68482 -1.38688 -0.534 0.765 -0.143
H 2.05942 -0.19187 -1.86436 0.220 -0.096 -0.106
H -2.51996 0.53987 -0.50272 0.013 0.884 0.190
H 0.57275 -0.66849 -1.00110 -0.009 -0.024 -1.351
C 0.99136 -1.71261 1.01177 -0.956 1.733 0.789
H 2.72027 -0.55839 0.46025 -0.662 -0.385 -0.437
H -0.98756 2.88210 0.40091 0.039 0.160 0.959
H -3.35269 2.03840 -0.66614 0.193 0.538 -0.749
H 0.44147 -0.74408 1.27615 0.500 -1.142 -0.543
H -1.25298 1.36297 1.35688 0.182 0.137 -0.351
H 1.47419 -1.91614 -2.04106 -0.171 0.831 0.391
```
Forces are in eV/Å.

Atom charges from the Mulliken analysis, given in e for atoms 1 to 6: atom 1 (H): 0.32, atom 2 (H): 0.33, atom 3 (C): -0.81, atom 4 (H): 0.36, atom 5 (H): 0.30, atom 6 (C): -0.69

Repeat the first record exactly.
This record from the OMol25 dataset describes C11H15N2NiO4Si as an isolated structure. The level of theory is the ωB97M-V functional and the def2-TZVPD basis.

Values from the calculation:
HOMO energy (spin up / spin down): -10.247 / -11.615 eV
total charge: +1
2S+1: 3
HOMO-LUMO gap (spin up / spin down): 6.9 / 7.7 eV

XYZ file:
```
34
Properties=species:S:1:pos:R:3:forces:R:3
C -1.08489 -0.79370 -0.76387 -0.014 0.072 -0.019
H -3.72222 -0.37242 1.87959 -0.012 -0.007 0.008
H 1.10342 -0.09740 2.68578 -0.005 0.001 -0.033
H -0.01254 1.14226 3.29954 -0.001 0.069 -0.011
H -1.11201 -2.85911 2.90175 -0.002 0.072 0.040
C 0.03250 -1.46699 -2.87576 0.021 0.006 -0.027
H 0.73051 4.84824 2.34814 -0.008 0.002 -0.003
H -2.80341 -1.52227 -0.36887 -0.022 0.024 -0.005
Si -1.25097 -0.58540 1.98144 -0.235 -0.178 -0.064
C 1.06719 -1.24875 -3.73880 -0.019 -0.012 0.004
H -0.69625 -2.24433 -3.05122 -0.011 0.008 0.001
C 0.53340 3.01201 1.23989 -0.073 -0.140 0.163
C 1.81775 0.54461 -2.34927 0.040 0.028 0.030
Ni 0.61390 1.51021 0.09519 0.302 0.414 -0.436
H 3.71422 1.58568 -3.53977 0.006 -0.012 -0.004
H -3.13952 -0.18141 3.53241 0.033 -0.042 0.002
C 2.67028 1.71907 -1.94493 -0.029 0.001 -0.046
O 3.65396 2.11468 -2.73485 0.010 -0.009 0.037
H 1.17594 -1.85989 -4.62390 0.003 0.000 0.001
H -0.01965 -0.47838 3.98811 0.081 0.063 0.025
O -2.06677 -1.67193 -0.97487 0.004 -0.020 -0.012
O 2.44478 2.31272 -0.91433 -0.056 -0.097 0.076
N 0.83004 0.33134 -1.47561 -0.114 -0.185 0.134
C -0.06962 -0.65634 -1.71497 0.009 0.023 -0.021
C -2.91663 0.04323 2.48820 0.026 0.060 -0.025
C 0.09498 0.08857 3.05658 -0.048 -0.037 -0.059
H -1.80724 -2.95175 1.29243 -0.019 0.019 0.009
C 1.99229 -0.21797 -3.48076 -0.013 0.047 -0.009
H -0.07845 -2.67237 1.49443 -0.025 -0.046 -0.003
O -1.11662 -0.00833 0.31549 0.186 -0.102 0.366
H 2.80484 -0.04746 -4.17333 0.001 -0.008 0.000
N 0.62359 3.98539 1.85419 -0.035 0.005 -0.027
C -1.06658 -2.43165 1.89826 0.061 -0.010 -0.091
H -2.94024 1.12984 2.37368 -0.042 -0.011 -0.003
```
Forces are in eV/Å.

Atom charges from the Mulliken analysis, given in e for atoms 1 to 6: atom 1 (C): -0.02, atom 2 (H): 0.33, atom 3 (H): 0.35, atom 4 (H): 0.32, atom 5 (H): 0.41, atom 6 (C): -0.68